No. 1
Molecular formula: C21H50CaN10
Method: DFT, the ωB97M-V functional and the def2-TZVPD basis

Properties
Total energy: -2055.0449 a.u.
Total charge: +2
Spin multiplicity: 1
Energy relative to the best compared isomer or geometry (same formula, charge and spin): 0.000 eV
LUMO: -0.161 Ha
Gap between HOMO and LUMO: 9.26 eV

Each line ends with the Löwdin charge.
CARTESIAN COORDINATES (ANGSTROEM)
Ca 0.41 -1.09 0.00  1.3354
C -0.07 0.45 -3.32  -0.1570
C -1.28 0.79 -2.45  -0.1954
N -1.49 -0.14 -1.31  -0.1458
C -2.29 -1.32 -1.69  -0.2086
C -2.66 -2.15 -0.47  -0.1868
N -1.50 -2.60 0.33  -0.1616
C -1.29 -4.07 0.31  -0.2040
C -0.79 -4.61 -1.02  -0.1622
C 0.67 -4.36 -1.36  -0.2091
N 0.94 -2.94 -1.67  -0.1494
C 2.32 -2.72 -2.11  -0.2092
C 2.44 -1.35 -2.74  -0.1874
N 1.88 -0.27 -1.89  -0.1417
C 1.29 0.80 -2.74  -0.2012
H -0.19 1.02 -4.25  0.1294
H -0.11 -0.59 -3.64  0.1017
H -2.18 0.80 -3.07  0.1251
H -1.16 1.78 -2.02  0.1100
H -2.02 0.38 -0.62  0.0841
H -1.72 -1.92 -2.40  0.1034
H -3.21 -1.02 -2.21  0.1338
H -3.26 -3.00 -0.78  0.1303
H -3.29 -1.54 0.18  0.1158
H -1.69 -2.33 1.29  0.0605
H -2.23 -4.57 0.57  0.1271
H -0.58 -4.31 1.10  0.1184
H -1.43 -4.27 -1.84  0.1161
H -0.93 -5.70 -0.99  0.1301
H 0.96 -4.99 -2.20  0.1297
H 1.31 -4.65 -0.52  0.1142
H 0.34 -2.69 -2.45  0.1015
H 2.64 -3.48 -2.84  0.1340
H 2.99 -2.83 -1.25  0.1062
H 1.88 -1.36 -3.68  0.1198
H 3.48 -1.14 -3.02  0.1366
H 2.65 0.16 -1.39  0.0962
H 1.99 1.03 -3.55  0.1305
H 1.21 1.68 -2.12  0.0790
N 2.13 -2.52 1.36  -0.0475
C 2.23 -2.06 2.77  -0.2299
C 2.22 -0.54 2.78  -0.2182
N 0.91 0.00 2.37  -0.1360
C 0.01 0.27 3.50  -0.2007
C -1.15 -0.70 3.64  -0.2443
N -2.15 -0.48 2.58  0.0026
H 1.98 -3.53 1.35  0.0757
H 3.05 -2.41 0.94  0.0813
H 3.13 -2.44 3.26  0.1272
H 1.37 -2.45 3.31  0.1102
H 2.98 -0.16 2.09  0.1236
H 2.50 -0.17 3.77  0.1247
H 1.07 0.88 1.88  0.0410
H -0.39 1.28 3.39  0.1190
H 0.58 0.28 4.44  0.1238
H -1.59 -0.58 4.64  0.1237
H -0.80 -1.73 3.58  0.1023
H -2.59 0.42 2.74  0.0723
H -2.91 -1.14 2.70  0.0862
C -2.71 4.20 0.37  -0.1494
C -2.53 2.95 1.21  -0.1868
N -1.38 2.21 0.70  0.0440
C -0.19 2.86 0.40  -0.3837
N 0.88 2.12 0.36  0.0267
C 2.15 2.80 0.10  -0.2299
C 2.00 4.05 -0.75  -0.1547
C 0.97 4.95 -0.11  -0.1359
N -0.26 4.19 0.14  -0.0304
C -1.44 5.01 0.43  -0.1360
H -3.55 4.79 0.74  0.1286
H -2.93 3.91 -0.66  0.1235
H -3.41 2.30 1.14  0.1195
H -2.40 3.22 2.27  0.1257
H -1.20 1.34 1.17  0.0638
H 2.83 2.09 -0.39  0.0916
H 2.63 3.06 1.05  0.1221
H 1.69 3.79 -1.76  0.1110
H 2.95 4.58 -0.83  0.1270
H 0.71 5.78 -0.76  0.1307
H 1.34 5.37 0.83  0.1385
H -1.46 5.82 -0.29  0.1304
H -1.32 5.47 1.42  0.1372

No. 2
Molecular formula: C32H38FeNP3
Method: DFT, the ωB97M-V functional and the def2-TZVPD basis

Properties
Total energy: -3584.4234 a.u.
Expectation value of S²: 8.834
Total charge: +1
Spin multiplicity: 6
LUMO (alpha / beta): -0.071 / -0.185 Ha
Gap between HOMO and LUMO (alpha / beta): 6.24 / 6.11 eV

Each line ends with the Mulliken spin population.
CARTESIAN COORDINATES (ANGSTROEM)
C -2.53 -2.86 -3.28  -0.0853
C -1.53 -2.03 -2.78  0.1173
C -1.83 -0.66 -2.69  0.0365
C -3.14 -0.15 -2.77  0.0618
C -4.12 -1.00 -3.31  -0.0639
C -3.80 -2.34 -3.59  0.1555
C -3.23 1.25 -2.23  -0.0267
C -2.22 2.08 -2.96  0.0404
C -0.93 1.53 -2.88  0.0625
C 0.23 2.27 -3.18  0.1066
C 0.05 3.49 -3.85  -0.0925
C -1.24 3.96 -4.14  0.1645
C -2.37 3.27 -3.68  -0.0533
H -2.31 -3.92 -3.45  0.0003
H -5.11 -0.61 -3.55  0.0013
H -4.55 -3.00 -4.03  0.0042
H -4.24 1.67 -2.16  0.0023
H 0.93 4.05 -4.16  -0.0010
H -1.35 4.88 -4.70  0.0041
H -3.37 3.66 -3.91  0.0012
N -0.78 0.22 -2.48  0.4421
Fe -0.34 0.24 -0.25  3.4984
C -0.18 -2.47 -2.27  0.0095
H 0.62 -1.95 -2.82  0.0050
H -0.05 -3.56 -2.35  0.0056
C 1.53 1.67 -2.75  -0.0059
H 1.68 0.69 -3.25  0.0012
H 2.38 2.34 -2.97  0.0025
P 0.06 -1.99 -0.47  0.0605
P 1.56 1.28 -0.93  0.0028
C 2.10 2.91 -0.29  0.0389
H 2.33 2.83 0.78  -0.0064
H 2.99 3.22 -0.84  0.0023
H 1.30 3.65 -0.43  -0.0058
C 3.14 0.38 -0.87  0.0476
H 3.92 1.02 -1.31  0.0005
H 3.43 0.14 0.15  -0.0103
H 3.09 -0.54 -1.46  -0.0016
C -1.18 -3.05 0.33  0.0315
H -1.12 -4.06 -0.10  0.0033
H -1.01 -3.09 1.41  -0.0029
H -2.18 -2.64 0.14  -0.0135
C 1.60 -2.85 -0.04  0.0010
H 1.74 -2.85 1.05  0.0000
H 1.54 -3.89 -0.38  0.0000
H 2.47 -2.37 -0.51  -0.0018
H -2.79 1.16 -1.13  0.1446
H 0.00 1.69 0.23  0.2895
C -1.08 1.70 2.75  0.0172
P -0.03 0.42 2.00  -0.0333
C 1.66 0.85 2.63  -0.0304
C 2.72 -0.07 2.45  0.0354
C 4.02 0.26 2.84  -0.0039
C 4.28 1.50 3.43  0.0099
C 3.24 2.41 3.62  -0.0006
C 1.93 2.09 3.23  0.0074
C -0.51 -1.00 3.07  -0.0152
C -1.89 -1.29 3.18  0.0137
C -2.32 -2.38 3.94  -0.0019
C -1.39 -3.21 4.57  0.0134
C -0.03 -2.93 4.47  -0.0062
C 0.41 -1.81 3.75  0.0191
H -0.90 2.64 2.22  -0.0053
H -0.87 1.82 3.82  0.0008
H -2.13 1.40 2.62  0.0181
H 2.54 -1.05 2.01  -0.0140
H 4.82 -0.46 2.71  0.0002
H 5.29 1.75 3.74  0.0006
H 3.44 3.37 4.08  0.0002
H 1.13 2.80 3.41  0.0030
H -2.62 -0.66 2.67  -0.0053
H -3.39 -2.58 4.03  -0.0002
H -1.73 -4.07 5.16  0.0008
H 0.71 -3.57 4.96  0.0000
H 1.47 -1.58 3.75  0.0018

No. 3
Molecular formula: C4H9NO2
Method: DFT, the ωB97M-V functional and the def2-TZVPD basis

Properties
Total energy: -362.8482 a.u.
Total charge: 0
Spin multiplicity: 1
Energy relative to the best compared isomer or geometry (same formula, charge and spin): 6.457 eV
LUMO: 0.020 Ha
Gap between HOMO and LUMO: 10.12 eV

Each line ends with the natural charge from an NBO analysis.
CARTESIAN COORDINATES (ANGSTROEM)
C -1.61 -2.31 -1.71  -0.2563
C -0.35 1.63 0.62  -0.6116
C 1.47 -0.23 0.73  -0.6295
C 0.23 0.29 -0.04  0.0505
N -0.90 -1.27 -1.80  0.3460
O -0.18 -0.59 -2.47  -0.3445
O -0.71 -0.75 -0.13  -0.5259
H -1.71 -2.46 -0.62  0.2706
H -2.05 -2.74 -2.65  0.2368
H 0.54 2.25 0.76  0.2074
H -0.96 2.12 -0.08  0.2104
H -0.85 1.36 1.73  0.2103
H 2.49 0.33 0.46  0.1963
H 1.70 -1.24 0.62  0.2159
H 1.48 -0.06 1.78  0.2062
H 0.49 0.49 -1.13  0.2173

No. 4
Molecular formula: C2H2O2S2
Method: DFT, the ωB97M-V functional and the def2-TZVPD basis

Properties
Total energy: -1024.2485 a.u.
Total charge: 0
Spin multiplicity: 1
Energy relative to the best compared isomer or geometry (same formula, charge and spin): 0.386 eV
LUMO: -0.054 Ha
Gap between HOMO and LUMO: 7.98 eV

Each line ends with the natural charge from an NBO analysis.
CARTESIAN COORDINATES (ANGSTROEM)
O 0.34 1.80 0.11  -0.6227
C 0.59 0.51 -0.02  0.1559
S 2.09 -0.18 -0.07  -0.0426
C -0.59 -0.49 0.03  0.1628
O -0.34 -1.72 0.12  -0.6072
S -2.09 0.14 -0.08  -0.0478
H -0.68 1.83 0.25  0.4997
H 0.63 -1.83 0.17  0.5018

No. 5
Molecular formula: C5H6O2
Method: DFT, the ωB97M-V functional and the def2-TZVPD basis

Properties
Total energy: -344.5653 a.u.
Total charge: 0
Spin multiplicity: 1
Energy relative to the best compared isomer or geometry (same formula, charge and spin): 0.997 eV
LUMO: 0.014 Ha
Gap between HOMO and LUMO: 10.27 eV

Each line ends with the natural charge from an NBO analysis.
CARTESIAN COORDINATES (ANGSTROEM)
C -1.17 -1.17 -0.21  -0.7167
C -0.20 -0.05 0.06  0.5532
C 0.33 2.27 -0.51  -0.2807
C -0.24 1.12 -0.85  -0.3307
C 1.85 -2.44 1.70  0.5036
O 2.71 -1.86 2.15  -0.5057
O 0.59 -0.10 0.99  -0.5532
H -1.10 -1.90 0.59  0.2415
H -0.95 -1.65 -1.17  0.2351
H -2.19 -0.77 -0.27  0.2306
H 0.88 2.34 0.43  0.2149
H 0.29 3.17 -1.12  0.2007
H -0.81 1.04 -1.78  0.2076

No. 6
Molecular formula: C9H15IN2
Method: DFT, the ωB97M-V functional and the def2-TZVPD basis

Properties
Total energy: -759.0318 a.u.
Total charge: 0
Spin multiplicity: 1
Energy relative to the best compared isomer or geometry (same formula, charge and spin): 1.173 eV
LUMO: -0.004 Ha
Gap between HOMO and LUMO: 8.71 eV

Each line ends with the natural charge from an NBO analysis.
CARTESIAN COORDINATES (ANGSTROEM)
C -4.09 1.24 -0.06  -0.5977
C -2.63 1.77 -0.27  -0.3712
C -1.71 1.39 0.85  -0.4080
C -0.13 1.50 0.61  -0.4461
C 0.48 0.15 0.37  0.0644
C 1.86 -0.06 0.22  -0.1495
I 3.26 1.47 0.13  0.1986
C 1.95 -1.52 -0.17  -0.0387
C 2.35 -1.68 -1.64  -0.5535
C 2.91 -2.41 0.65  -0.5623
N 0.61 -1.95 0.01  -0.1183
N -0.23 -1.01 0.22  -0.1728
H -4.27 1.51 0.91  0.1980
H -4.11 0.17 -0.22  0.2059
H -4.76 1.76 -0.67  0.2067
H -2.20 1.38 -1.17  0.1952
H -2.70 2.94 -0.34  0.1815
H -2.03 0.35 0.94  0.2197
H -1.86 1.85 1.76  0.1995
H 0.09 2.22 -0.23  0.2273
H 0.39 1.88 1.52  0.2281
H 2.35 -2.71 -1.74  0.2184
H 3.30 -1.27 -1.77  0.2132
H 1.73 -1.20 -2.33  0.2198
H 3.69 -1.80 0.68  0.2055
H 3.15 -3.34 0.12  0.2137
H 2.60 -2.63 1.62  0.2224

Question: Look up the spin multiplicity of the first one.
Answer: 1